# 1
The following is a quantum chemistry calculation of a molecular structure, C59H41Cl5F5N4O2P2PbS2Se in a non-equilibrium geometry, from OMol25.

Positions of all 122 atoms, in Å:
Pb1 1.045 0.865 -0.872
Cl1 -1.870 1.547 -2.244
C1 -0.749 2.738 -2.838
C2 0.550 2.728 -2.336
C3 1.403 3.689 -2.869
Cl2 3.049 3.752 -2.331
C4 1.008 4.588 -3.860
Cl3 2.124 5.719 -4.514
C5 -0.304 4.559 -4.329
Cl4 -0.810 5.652 -5.550
C6 -1.198 3.627 -3.809
Cl5 -2.813 3.559 -4.396
C7 -0.120 -3.105 -1.474
N1 -1.216 -2.638 -0.606
C8 -0.836 -2.475 0.780
P1 -1.737 -1.222 1.780
C9 -1.044 -1.265 3.439
C10 -1.626 -0.414 4.382
C11 -1.101 -0.337 5.658
C12 0.010 -1.103 5.993
C13 0.598 -1.932 5.051
C14 0.078 -2.020 3.769
C15 -3.533 -1.316 1.923
C16 -4.329 -0.655 0.989
C17 -5.701 -0.638 1.162
C18 -6.276 -1.247 2.269
C19 -5.480 -1.916 3.189
C20 -4.107 -1.960 3.016
C21 -2.509 -3.131 -0.908
C22 -2.976 -3.061 -2.223
C23 -4.238 -3.528 -2.543
C24 -5.059 -4.070 -1.564
C25 -4.602 -4.145 -0.261
C26 -3.334 -3.687 0.067
P2 0.783 -1.770 -2.462
C27 2.355 -2.640 -2.811
C28 3.055 -3.323 -1.819
C29 4.289 -3.893 -2.099
C30 4.847 -3.768 -3.362
C31 4.165 -3.072 -4.350
C32 2.934 -2.502 -4.074
C33 -0.066 -1.968 -4.072
C34 -0.059 -3.187 -4.753
C35 -0.781 -3.330 -5.925
C36 -1.521 -2.264 -6.423
C37 -1.521 -1.048 -5.758
C38 -0.786 -0.896 -4.590
H1 -0.525 -3.816 -2.193
H2 0.621 -3.623 -0.860
H3 0.202 -2.123 0.822
H4 -0.913 -3.407 1.365
H5 -2.483 0.190 4.113
H6 -1.553 0.329 6.380
H7 0.414 -1.051 6.994
H8 1.471 -2.514 5.314
H9 0.553 -2.658 3.036
H10 -3.868 -0.149 0.150
H11 -6.325 -0.124 0.444
H12 -7.343 -1.181 2.430
H13 -5.932 -2.377 4.056
H14 -3.483 -2.467 3.741
H15 -2.351 -2.636 -2.997
H16 -4.587 -3.465 -3.565
H17 -6.042 -4.440 -1.819
H18 -5.227 -4.576 0.510
H19 -2.994 -3.807 1.085
H20 2.648 -3.410 -0.820
H21 4.816 -4.438 -1.326
H22 5.812 -4.206 -3.578
H23 4.599 -2.974 -5.337
H24 2.407 -1.959 -4.848
H25 0.512 -4.023 -4.367
H26 -0.776 -4.278 -6.447
H27 -2.098 -2.390 -7.329
H28 -2.101 -0.220 -6.142
H29 -0.775 0.052 -4.069
O1 2.187 -1.392 1.189
H30 3.006 -1.321 0.675
H31 2.185 -0.570 1.716
Se1 6.063 -1.038 -0.660
N2 6.467 -0.598 -2.286
C39 5.398 -0.055 -2.847
C40 5.292 0.416 -4.172
C41 4.084 0.911 -4.561
C42 3.006 0.961 -3.652
N3 3.055 0.554 -2.403
C43 4.235 0.028 -1.985
N4 4.412 -0.464 -0.772
H32 6.142 0.367 -4.839
H33 3.931 1.285 -5.563
H34 2.052 1.360 -3.977
C44 -3.228 4.887 8.414
C45 -2.837 4.328 7.081
O2 -2.692 3.167 6.815
S1 -2.594 5.626 5.847
C46 -2.348 4.603 4.419
C47 -3.364 3.736 4.026
C48 -3.122 2.815 3.032
C49 -1.853 2.748 2.428
C50 -0.875 3.686 2.758
C51 -1.129 4.613 3.753
C52 -1.597 1.549 1.728
C53 -1.476 0.424 1.271
H35 -3.934 4.209 8.891
H36 -3.660 5.879 8.308
H37 -2.345 4.951 9.052
H38 -4.324 3.756 4.521
H39 -3.889 2.109 2.739
H40 0.088 3.655 2.269
H41 -0.363 5.314 4.053
F1 7.495 4.019 1.163
C54 6.267 3.521 1.266
C55 5.165 4.270 0.882
F2 5.338 5.499 0.401
C56 3.897 3.736 1.003
F3 2.850 4.484 0.649
C57 3.665 2.437 1.465
S2 2.033 1.830 1.596
C58 4.790 1.726 1.872
F4 4.673 0.483 2.370
C59 6.068 2.249 1.767
F5 7.118 1.492 2.114

Results
energy = -258938.220 eV
net charge = +1
HOMO level = -0.3385 hartree
HOMO-LUMO gap = 5.62 eV
multiplicity = 1
ΔE to the lowest compared entry with this formula, charge and spin = 17.9 kcal/mol
F_max = 1.00 eV/Å

***

# 2
The following is a quantum chemistry calculation of a gas-phase ion, C4H8N3 (charge +1) in a non-equilibrium geometry, from OMol25.

Positions of all 15 atoms, in Å:
C1 -2.099 -0.920 -0.261
C2 -2.102 1.358 0.103
C3 1.997 0.421 -0.567
C4 1.249 -0.045 0.692
N1 -2.569 0.313 -0.195
N2 -0.797 -1.007 0.090
N3 -0.148 0.016 0.438
H1 -2.696 -1.757 -0.555
H2 -2.030 2.387 0.329
H3 1.815 -0.263 -1.392
H4 3.064 0.445 -0.360
H5 1.673 1.416 -0.856
H6 1.456 0.644 1.516
H7 1.564 -1.059 0.966
H8 -0.375 -1.950 0.052

Results
energy = -8737.366 eV
net charge = +1
HOMO level (spin up / spin down) = -0.4894 / -0.4894 hartree
HOMO-LUMO gap (spin up / spin down) = 8.50 / 8.50 eV
multiplicity = 1
ΔE to the lowest compared entry with this formula, charge and spin = 124.9 kcal/mol
F_max = 1.77 eV/Å

***

# 3
The following is a quantum chemistry calculation of a molecular structure, C41H45EuNP2 in a non-equilibrium geometry, from OMol25.

Positions of all 90 atoms, in Å:
Eu1 0.430 -1.121 0.803
C1 5.329 -3.900 -1.751
C2 5.405 -2.772 -2.471
C3 5.453 -2.773 -3.979
C4 4.612 -3.842 -4.734
C5 3.273 -4.229 -4.179
C6 3.062 -5.223 -3.295
C7 4.166 -6.023 -2.684
C8 5.476 -5.271 -2.356
C9 -1.947 -0.348 0.313
H1 5.223 -3.865 -0.663
H2 5.534 -1.804 -1.974
H3 6.492 -2.884 -4.342
H4 5.139 -1.787 -4.342
H5 4.429 -3.434 -5.743
H6 5.245 -4.724 -4.896
H7 2.433 -3.741 -4.658
H8 2.066 -5.641 -3.144
H9 4.428 -6.875 -3.342
H10 3.788 -6.476 -1.757
H11 6.045 -5.907 -1.658
H12 6.075 -5.228 -3.273
H13 -2.502 -0.779 1.162
H14 -2.440 -0.597 -0.635
H15 -1.895 0.740 0.444
P1 2.720 -0.227 -1.002
P2 -0.050 -1.700 -2.085
C10 2.664 -1.205 -2.505
C11 1.512 -1.802 -2.954
C12 3.444 1.406 -1.285
C13 4.457 1.592 -2.243
C14 5.031 2.856 -2.407
C15 4.580 3.955 -1.670
C16 3.536 3.779 -0.750
C17 2.971 2.518 -0.546
C18 3.607 -1.020 0.434
C19 3.104 -2.234 0.998
C20 3.499 -2.613 2.290
C21 4.519 -1.935 2.948
C22 5.088 -0.808 2.355
C23 4.627 -0.332 1.126
C24 -1.319 -1.338 -3.344
C25 -1.393 -0.010 -3.812
C26 -2.344 0.339 -4.765
C27 -3.239 -0.622 -5.263
C28 -3.180 -1.937 -4.775
C29 -2.239 -2.297 -3.809
C30 -0.503 -3.334 -1.332
C31 -1.428 -3.466 -0.269
C32 -1.640 -4.721 0.309
C33 -1.010 -5.854 -0.202
C34 -0.074 -5.718 -1.236
C35 0.184 -4.465 -1.791
H16 3.573 -1.286 -3.111
H17 1.496 -2.275 -3.943
H18 4.782 0.752 -2.852
H19 5.840 2.983 -3.123
H20 5.030 4.940 -1.815
H21 3.168 4.634 -0.188
H22 2.164 2.385 0.168
H23 2.403 -2.872 0.433
H24 3.002 -3.465 2.742
H25 4.889 -2.306 3.906
H26 5.899 -0.296 2.867
H27 5.051 0.595 0.714
H28 -0.703 0.733 -3.412
H29 -2.382 1.369 -5.122
H30 -3.988 -0.330 -6.008
H31 -3.886 -2.674 -5.162
H32 -2.228 -3.319 -3.419
H33 -1.954 -2.579 0.098
H34 -2.309 -4.808 1.166
H35 -1.227 -6.842 0.203
H36 0.450 -6.589 -1.617
H37 0.942 -4.320 -2.555
C36 1.272 0.612 3.761
C37 0.613 1.647 2.936
C38 0.243 2.933 3.410
C39 -0.329 3.612 2.329
C40 -0.296 2.725 1.225
C41 -0.796 3.134 -0.102
N1 0.280 1.521 1.600
H38 2.193 1.031 4.203
H39 1.562 -0.292 3.194
H40 0.613 0.326 4.601
H41 0.388 3.283 4.424
H42 -0.738 4.616 2.268
H43 -1.791 3.588 0.043
H44 -0.159 3.946 -0.491
H45 -0.861 2.335 -0.850

Results
energy = -82634.424 eV
HOMO level (spin up / spin down) = -0.1670 / -0.2228 hartree
⟨S²⟩ = 15.774
HOMO-LUMO gap (spin up / spin down) = 4.18 / 3.95 eV
multiplicity = 8
F_max = 3.48 eV/Å

***

# 4
The following is a quantum chemistry calculation of C3HF3O in the gas phase in a non-equilibrium geometry, from OMol25.

Positions of all 8 atoms, in Å:
O1 -0.483 -1.278 -1.880
C1 0.325 -1.171 -1.070
C2 1.253 -1.132 -0.181
C3 0.948 -1.007 1.217
F1 0.745 -2.284 1.696
F2 1.945 -0.480 1.935
F3 -0.178 -0.292 1.389
H1 2.348 -1.102 -0.393

Results
energy = -13326.318 eV
SMILES string = O=C=CC(F)(F)F
HOMO level = -0.3775 hartree
HOMO-LUMO gap = 10.54 eV
multiplicity = 1
ΔE to the lowest compared entry with this formula, charge and spin = 2.6 kcal/mol
F_max = 3.51 eV/Å

***

Look up the multiplicity of the second one.
1